DFT (ωB97M-V/def2-TZVPD) results for a structure of composition C30H49Br14F3O4Si2 in a non-equilibrium geometry.

Element x y z (Å)
C1 9.27126 -7.01735 1.86547
C2 -7.82784 -4.30882 -0.97341
Br1 -3.55280 3.54403 5.41304
H1 -8.62108 -4.61447 -0.28533
H2 3.66253 -2.34637 -1.05334
C3 -7.78539 2.71045 -1.31969
H3 -3.42706 2.03117 -2.60216
H4 0.49359 1.06610 -1.78902
H5 6.46006 0.21329 -4.64576
H6 11.14714 -7.40238 0.87744
C4 2.85569 -1.55590 -1.42345
H7 -1.13782 0.28007 -4.47310
Br2 5.53319 -1.96950 2.36981
O1 -1.32406 -1.23175 -2.33378
F1 -0.12994 5.23015 -5.11744
H8 -6.13120 2.44450 -3.15070
H9 -8.67549 4.26301 3.16232
H10 -6.06225 -4.65077 0.27422
H11 9.16335 -5.93492 1.75677
H12 -1.06020 2.07856 -1.31722
H13 0.15987 4.29501 4.77722
H14 -9.11535 2.48835 0.71780
C5 10.70959 -7.47944 1.87681
H15 -7.91623 0.11748 1.66425
H16 1.58063 -3.44201 -1.31625
H17 -3.76627 1.09791 -4.20603
H18 -6.69479 -6.09390 -0.55864
H19 -9.29910 3.28090 4.51249
C6 -5.78796 0.64447 -1.56705
H20 8.71301 -7.51566 1.06769
H21 7.92182 -4.77382 3.45827
C7 -6.31613 -0.08645 -0.15839
Br3 4.71637 0.83764 -3.00940
C8 2.26918 0.00040 0.78948
O2 0.46806 2.88934 1.91911
F2 -2.01294 5.14332 -3.54318
H22 3.09754 -1.38140 -2.57153
C9 -6.53901 2.01195 -2.14133
Br4 7.28708 -0.99275 -1.09419
C10 -8.25525 2.00415 0.08413
Br5 2.16354 4.95883 -2.62604
C11 -0.70292 3.79709 5.22865
Si1 -1.59186 0.33419 -3.08265
O3 -4.37615 -1.38827 -2.32399
C12 -8.50784 3.36426 3.76278
H23 2.34491 4.21170 0.40858
H24 7.70598 -1.52983 -3.46965
H25 5.99520 -1.82360 -3.06555
C13 7.61035 -3.75157 3.22499
O4 1.06779 0.87465 0.75331
Br6 -6.93259 2.00964 5.73897
C14 -7.11789 3.37179 4.35478
H26 1.15721 2.44559 -3.66023
C15 -1.96448 4.59143 4.98380
C16 2.71615 3.11481 0.69870
C17 0.26943 4.30459 -2.68377
C18 6.49553 0.25067 -3.55330
C19 6.81996 -1.11069 -2.98415
H27 -0.13279 -3.24255 -3.46594
H28 -2.01985 5.51137 5.57182
H29 0.75654 -2.02400 -0.38714
C20 0.07749 2.79478 -3.28993
C21 2.97045 -0.09591 -0.68881
Br7 -8.73887 1.87698 2.52234
H30 -8.29291 3.70988 -1.72632
H31 10.83515 -8.50088 2.24570
Br8 11.81215 -6.32841 3.00165
C22 -0.55037 5.34682 -3.70127
H32 3.40739 3.27095 1.65345
H33 0.86403 -1.17357 -3.94429
H34 1.89362 -1.04342 1.20181
H35 -2.06498 4.83708 3.92268
C23 1.39209 2.25536 1.14473
C24 -4.49008 -0.05830 -2.35356
C25 -0.43790 1.66802 -2.21875
H36 -6.33086 3.18770 3.61866
Br9 -5.22906 -4.80785 -2.07667
Si2 0.23666 -1.93438 -2.86585
H37 -0.59352 2.80461 -4.26326
C26 -6.53410 -5.01518 -0.64212
Br10 8.35553 -7.51893 3.51288
C27 6.31619 -3.75470 2.44550
Br11 9.07000 -3.00716 2.16701
C28 -3.41773 0.94387 -3.08294
H38 -0.75776 2.76945 4.85967
H39 2.97079 0.46531 1.62956
H40 6.43113 -4.09665 1.41349
H41 7.19707 1.02980 -3.24351
H42 -6.92012 4.32026 4.86215
C29 -7.56375 0.62874 0.64794
F3 -0.30705 4.52373 -1.33760
H43 -8.16171 -4.47270 -2.00144
Br12 -7.66200 -2.38043 -0.72932
C30 1.38205 -2.26649 -1.34527
H44 -5.83738 -1.07428 0.27276
H45 3.32292 2.66540 -0.19641
Br13 -0.06404 7.23330 -3.10039
H46 2.62111 0.80257 -1.38956
Br14 -0.28991 3.69701 7.13264
H47 5.56570 -4.37239 2.94684
H48 4.13573 0.09743 -0.51478
H49 7.55881 -3.17217 4.15060

The charge is 0. The HOMO energy comes out at -0.29704 hartree. The energy above the lowest of the compared OMol25 structures with the same formula, charge and spin is 837.6 kJ/mol. For the frontier orbital gap, the calculation gives 7.8130 eV. The energy comes out at -1044582.4441 eV. The largest force on an atom comes out at 8.77 eV/Å. The spin multiplicity is 1.

DFT (ωB97M-V/def2-TZVPD) results for a cluster of 2 separate species, C9H14O in total in a non-equilibrium geometry.

Element x y z (Å)
H1 -2.17263 0.29050 -3.56238
C1 -2.98759 -0.87585 0.28781
C2 -0.48030 -0.25400 -0.83927
H2 -0.60390 0.91386 -3.26396
C3 3.01244 0.91051 0.64744
H3 3.01788 -0.13898 2.60539
H4 0.51658 -0.09233 -1.20239
C4 3.68614 0.25721 1.85779
C5 -0.57342 -0.84598 0.42016
H5 -2.12703 1.74408 -2.68768
C6 -1.82680 -1.12355 0.97336
H6 -1.11621 -1.32310 2.71962
H7 3.72128 1.62931 0.24811
C7 -1.66167 0.05008 -1.50102
C8 -1.58395 0.80222 -2.81323
O1 -1.89124 -1.60410 2.26551
C9 -2.89706 -0.23257 -0.94451
H8 2.57115 0.14800 0.01134
H9 -3.94261 -1.18368 0.69403
H10 0.22651 -1.33497 0.95124
H11 -3.76377 0.19715 -1.43220
H12 4.36800 0.95491 2.35055
H13 2.16824 1.60469 0.79356
H14 4.33997 -0.49342 1.42073

The charge is 0. The HOMO energy comes out at -0.31017 hartree. The energy above the lowest of the compared OMol25 structures with the same formula, charge and spin is 73.9 kJ/mol. For the frontier orbital gap, the calculation gives 9.2454 eV. The energy comes out at -11606.8709 eV. The largest force on an atom comes out at 1.82 eV/Å. The spin multiplicity is 1.